{"formula": "C42H80BrNO10S", "method": "the ωB97M-V functional and the def2-TZVPD basis", "symbols": ["C", "C", "C", "C", "C", "C", "C", "Br", "C", "O", "C", "C", "C", "C", "N", "C", "C", "C", "C", "C", "S", "C", "C", "C", "O", "C", "C", "O", "C", "C", "O", "H", "H", "H", "H", "H", "H", "H", "H", "H", "H", "H", "H", "H", "H", "H", "H", "H", "H", "H", "H", "H", "H", "H", "H", "H", "H", "H", "H", "H", "H", "H", "H", "C", "C", "C", "O", "H", "H", "H", "H", "H", "H", "H", "H", "C", "C", "C", "O", "H", "H", "H", "H", "H", "H", "H", "H", "C", "C", "C", "O", "H", "H", "H", "H", "H", "H", "H", "H", "C", "C", "C", "O", "H", "H", "H", "H", "H", "H", "H", "H", "C", "C", "C", "O", "H", "H", "H", "H", "H", "H", "H", "H", "C", "C", "C", "O", "H", "H", "H", "H", "H", "H", "H", "H"], "xyz": [[4.068, 1.603, -3.119], [4.297, 0.077, -2.746], [3.110, -0.373, -1.814], [3.219, -0.490, -0.461], [4.548, -0.217, 0.314], [5.580, -1.425, 0.281], [5.180, -2.601, -0.690], [7.373, -0.761, -0.316], [1.935, -0.910, 0.332], [1.998, -1.620, 1.311], [0.596, -0.371, -0.271], [-0.514, 0.019, 0.610], [-0.473, -0.073, 2.161], [-1.912, -0.291, 2.822], [-2.624, -1.479, 2.274], [-1.703, 0.553, -0.058], [-1.831, 0.717, -1.513], [-3.166, 1.338, -2.021], [-3.008, 2.605, -2.958], [-1.764, 3.519, -2.635], [-1.557, 4.691, -4.082], [-0.720, 0.291, -2.401], [-0.805, 0.428, -3.944], [-1.724, -0.680, -4.628], [-1.022, -1.898, -4.919], [-0.979, -2.756, -3.841], [0.130, -3.872, -3.873], [-1.735, -2.753, -2.902], [0.481, -0.243, -1.744], [1.751, -0.689, -2.536], [1.729, -1.264, -3.600], [3.669, 1.730, -4.164], [3.289, 2.049, -2.435], [4.986, 2.236, -2.986], [4.192, -0.513, -3.690], [5.255, -0.117, -2.205], [4.340, 0.007, 1.394], [5.010, 0.722, -0.102], [5.726, -1.890, 1.293], [5.955, -3.408, -0.593], [4.175, -3.028, -0.424], [5.189, -2.240, -1.746], [-0.035, 0.895, 2.555], [0.164, -0.903, 2.558], [-2.527, 0.640, 2.767], [-1.694, -0.500, 3.908], [-1.929, -2.057, 1.786], [-3.277, -1.124, 1.567], [-2.559, 0.886, 0.583], [-3.825, 0.604, -2.555], [-3.757, 1.676, -1.121], [-3.926, 3.245, -2.810], [-2.964, 2.358, -4.048], [-0.794, 2.971, -2.561], [-1.906, 4.182, -1.745], [-0.943, 3.876, -5.017], [-1.218, 1.408, -4.298], [0.228, 0.357, -4.382], [-2.000, -0.235, -5.628], [-2.696, -0.821, -4.088], [-0.319, -4.898, -3.967], [0.719, -3.878, -2.916], [0.811, -3.754, -4.763], [1.216, 4.339, 2.945], [-0.157, 4.262, 3.599], [-0.157, 4.914, 4.971], [-0.547, 2.897, 3.728], [1.964, 3.815, 3.546], [1.202, 3.855, 1.966], [1.536, 5.375, 2.818], [-0.893, 4.752, 2.957], [0.541, 4.405, 5.641], [-1.145, 4.841, 5.431], [0.123, 5.969, 4.910], [0.100, 2.455, 4.296], [-5.746, -1.864, -7.610], [-5.042, -1.651, -6.279], [-5.097, -2.902, -5.417], [-5.658, -0.567, -5.583], [-6.803, -2.101, -7.459], [-5.708, -0.954, -8.214], [-5.284, -2.678, -8.175], [-4.001, -1.372, -6.455], [-6.132, -3.174, -5.191], [-4.597, -2.731, -4.460], [-4.616, -3.747, -5.915], [-6.580, -0.804, -5.422], [3.774, 2.029, 7.192], [2.469, 1.611, 6.534], [2.709, 0.620, 5.405], [1.802, 2.767, 6.019], [4.433, 2.522, 6.469], [3.588, 2.747, 7.992], [4.298, 1.168, 7.611], [1.809, 1.164, 7.281], [3.332, 1.065, 4.623], [1.764, 0.336, 4.935], [3.201, -0.284, 5.770], [2.378, 3.170, 5.357], [6.548, 3.997, 9.844], [5.176, 3.921, 10.497], [5.182, 4.569, 11.873], [4.781, 2.555, 10.616], [7.294, 3.467, 10.443], [6.532, 3.519, 8.862], [6.871, 5.033, 9.723], [4.439, 4.415, 9.861], [5.882, 4.058, 12.540], [4.194, 4.498, 12.334], [5.464, 5.622, 11.812], [5.425, 2.106, 11.176], [3.537, -4.411, 4.318], [2.240, -4.839, 3.647], [2.498, -5.851, 2.541], [1.586, -3.697, 3.104], [4.207, -3.932, 3.597], [3.338, -3.677, 5.102], [4.055, -5.265, 4.761], [1.568, -5.273, 4.392], [3.134, -5.420, 1.761], [1.561, -6.141, 2.062], [2.984, -6.748, 2.930], [2.172, -3.304, 2.443], [-9.762, -1.156, -9.323], [-8.839, -2.278, -9.776], [-9.328, -2.910, -11.070], [-8.769, -3.275, -8.757], [-10.770, -1.535, -9.132], [-9.404, -0.720, -8.388], [-9.823, -0.367, -10.076], [-7.829, -1.887, -9.917], [-10.322, -3.348, -10.937], [-8.663, -3.720, -11.375], [-9.377, -2.174, -11.875], [-9.658, -3.626, -8.624]], "atomic_forces_ev_per_a": [[-0.3, 0.3, 0.4], [-1.5, 0.0, 0.3], [0.3, 0.1, 0.0], [-0.6, 0.2, -0.2], [-0.2, 0.0, 0.1], [-0.7, -0.8, -0.4], [0.6, 0.2, 0.3], [-0.6, -0.2, 0.4], [0.1, 0.6, -1.6], [0.1, 0.5, -0.4], [-1.3, 0.5, -0.3], [0.1, -0.2, -2.0], [-0.5, 0.4, 0.3], [1.2, -0.1, 0.4], [0.2, 1.0, -0.4], [1.3, -0.2, -1.3], [1.2, -0.9, 1.1], [0.1, 0.4, 0.0], [0.1, 0.4, 0.6], [-0.1, -0.1, -1.0], [0.4, -0.3, 0.0], [0.1, 0.0, 2.0], [0.1, -0.8, 0.0], [-0.4, 1.8, -0.9], [-0.1, -0.4, 1.7], [0.8, -1.8, 0.4], [0.2, 0.1, -1.1], [0.0, 0.8, -0.7], [-0.7, 0.4, 0.9], [-0.1, 0.5, 1.5], [0.1, 0.5, 0.4], [0.5, -0.2, 1.0], [0.8, -0.4, -0.6], [-0.7, -0.7, -0.3], [0.5, 0.2, 0.9], [-0.7, 0.3, -0.8], [-0.1, -0.3, -1.0], [-0.4, -1.1, 0.3], [0.0, 0.8, -0.9], [-0.8, 0.7, -0.1], [0.9, 0.5, -0.2], [-0.2, -0.4, 0.8], [-0.5, -1.0, -0.4], [-0.4, 0.6, -0.8], [0.4, -0.8, 0.0], [-0.3, 0.4, -1.0], [-0.5, 0.2, 0.2], [0.4, -0.6, 0.2], [0.9, -0.3, -0.8], [0.7, 0.4, 0.5], [0.7, -0.5, -0.8], [0.9, -0.7, -0.3], [-0.2, 0.0, 1.0], [-1.0, 0.3, 0.2], [0.1, -0.7, -0.7], [-0.5, 0.3, 0.9], [0.3, -0.8, 0.7], [-1.1, -0.1, 0.4], [0.3, -0.7, 0.9], [1.1, -0.2, -0.2], [0.0, 1.1, 0.2], [-0.7, 0.3, -1.0], [-0.6, 0.1, 1.1], [-0.1, 0.1, -0.3], [0.5, -0.2, 0.5], [-0.1, 0.3, 0.2], [-0.2, -0.1, -0.3], [0.0, 0.1, 0.0], [0.0, 0.1, 0.0], [0.0, 0.0, 0.0], [0.0, -0.2, 0.0], [-0.1, 0.2, -0.1], [0.0, 0.0, -0.1], [0.0, 0.0, 0.0], [-0.1, 0.2, 0.1], [0.0, 0.2, -0.2], [-0.6, -0.4, 0.0], [0.2, 0.0, 0.2], [0.3, 0.3, 0.1], [0.1, -0.2, 0.1], [0.1, 0.0, 0.0], [-0.1, 0.0, 0.0], [-0.1, 0.2, 0.1], [0.0, 0.0, -0.2], [0.1, 0.0, -0.1], [0.0, 0.0, 0.0], [0.1, 0.0, 0.0], [0.0, 0.1, 0.2], [0.7, 0.0, -0.4], [-0.2, -0.1, -0.1], [-0.2, -0.2, 0.1], [0.0, -0.1, -0.1], [0.0, -0.1, 0.0], [0.0, 0.1, 0.0], [-0.1, 0.2, -0.1], [0.1, 0.0, 0.1], [0.0, -0.1, 0.1], [0.0, 0.0, -0.1], [0.1, -0.1, 0.2], [0.0, 0.0, -0.3], [0.6, -0.2, 0.4], [-0.2, 0.1, 0.1], [-0.3, 0.0, -0.2], [0.0, 0.1, 0.1], [0.0, 0.1, 0.0], [0.0, 0.0, 0.0], [-0.1, -0.2, 0.0], [0.1, 0.0, -0.1], [0.0, 0.0, -0.1], [0.0, 0.0, 0.0], [-0.1, 0.1, 0.0], [0.0, 0.0, 0.3], [0.4, 0.3, -0.5], [-0.2, -0.2, 0.0], [-0.1, -0.2, 0.2], [0.0, -0.1, -0.1], [0.0, -0.1, 0.0], [0.0, 0.0, 0.0], [-0.1, 0.1, -0.1], [0.1, 0.0, 0.1], [0.0, 0.0, 0.1], [0.0, 0.0, -0.1], [-0.2, 0.1, 0.1], [0.1, 0.2, 0.1], [-0.7, -0.1, 0.0], [0.2, -0.1, -0.2], [0.3, 0.0, 0.1], [0.0, 0.0, -0.1], [0.0, 0.0, -0.1], [0.0, 0.0, 0.0], [0.0, -0.2, 0.2], [0.0, 0.1, 0.0], [0.0, 0.1, 0.0], [0.0, 0.0, 0.0], [0.1, 0.0, 0.0]], "mol_weight_g_mol": 871.1, "homo_lumo_gap_ev": 8.024, "lumo_ha": -0.027, "relative_energy_kcal_mol": 54.58, "smiles": "CCC1=C(C[C@@H](C)Br)C(=O)c2c(CCN)cc(CCCS)c(CCOC(C)=O)c2C1=O.CC(C)O.CC(C)O.CC(C)O.CC(C)O.CC(C)O.CC(C)O", "total_charge": 0, "e_homo_ev": -8.77, "e_tot_ev": -147692.3234}